Here is a 4-piece molecular cluster, C51H77N4O7S2 overall at a distorted geometry from the Open Molecules 2025 dataset. Energies are from wB97M-V/def2-TZVPD.

XYZ file:
```
141
Properties=species:S:1:pos:R:3:lowdin_spin:R:1
O 1.1517 -1.8924 2.5690 0.000
C 0.3607 -1.0694 2.9678 0.000
C 0.7759 0.3302 3.1701 0.000
C -0.1145 1.3195 3.1115 0.000
C 0.2862 2.7419 3.3005 0.000
C -0.2316 3.6929 2.2098 0.000
O -1.3853 4.3932 2.6625 0.000
C -1.5279 0.9364 2.8244 0.000
O -2.2948 1.6926 2.2937 0.000
C -1.9395 -0.4407 3.2153 0.000
O -3.2596 -0.5690 3.4722 0.000
C -1.0408 -1.4336 3.2751 0.000
C -1.2938 -2.8735 3.6237 0.000
C -1.2774 -3.8005 2.4031 0.000
C -2.4694 -3.7056 1.4325 0.000
S -4.0646 -3.5163 2.2349 0.000
C -4.8832 -2.2434 1.3868 0.000
S -4.2435 -1.4261 0.1421 0.000
N -6.1665 -2.0532 1.9930 0.000
C -7.2843 -2.3126 1.1058 0.000
C -7.6176 -1.5591 -0.0019 0.000
C -8.7106 -1.8751 -0.7890 0.000
C -9.5150 -2.9541 -0.4563 0.000
C -9.1950 -3.6923 0.6637 0.000
C -8.0860 -3.3885 1.4329 0.000
C -6.2719 -0.8326 2.7782 0.000
C -6.1861 0.4508 2.2623 0.000
C -6.2651 1.5260 3.1258 0.000
C -6.4233 1.3485 4.4872 0.000
C -6.5329 0.0698 5.0039 0.000
C -6.4495 -1.0083 4.1365 0.000
H 1.8241 0.5094 3.3489 0.000
H 1.3702 2.8220 3.3241 0.000
H -0.0533 3.1266 4.2609 0.000
H 0.5230 4.4297 1.9512 0.000
H -0.4878 3.0880 1.3450 0.000
H -2.1217 4.1382 2.1030 0.000
H -3.4093 -0.9950 4.3218 0.000
H -0.4731 -3.1856 4.2677 0.000
H -2.2005 -2.9544 4.2177 0.000
H -1.1113 -4.8205 2.7401 0.000
H -0.3970 -3.5393 1.8277 0.000
H -2.5290 -4.6421 0.8857 0.000
H -2.2649 -2.9387 0.6922 0.000
H -7.0169 -0.7151 -0.2971 0.000
H -8.9342 -1.2829 -1.6616 0.000
H -10.3765 -3.1769 -1.0660 0.000
H -9.8321 -4.5254 0.9246 0.000
H -7.8340 -3.9618 2.3120 0.000
H -6.0485 0.5586 1.2012 0.000
H -6.1720 2.5287 2.7366 0.000
H -6.4629 2.1905 5.1621 0.000
H -6.6650 -0.1179 6.0576 0.000
H -6.5267 -2.0140 4.5231 0.000
C 5.5504 -2.5874 3.0826 0.003
C 5.3910 -1.1903 2.4313 0.026
C 4.3884 -1.2600 1.2786 0.015
C 4.9405 -1.9036 0.0070 0.001
C 6.2651 -1.2599 -0.3982 0.015
C 7.2944 -1.2709 0.7313 0.027
N 6.7206 -0.6811 1.9764 0.362
O 6.6987 0.6119 1.8854 0.543
C 7.7808 -2.7115 0.9778 0.002
C 8.5345 -0.4908 0.3081 -0.001
C 4.8210 -0.2847 3.5183 -0.001
H 6.5509 -2.7192 3.4954 0.002
H 4.8524 -2.7120 3.9093 0.000
H 5.3543 -3.4050 2.3892 0.000
H 4.0532 -0.2468 1.0297 0.002
H 3.5007 -1.8031 1.6084 0.001
H 5.0641 -2.9817 0.1445 0.000
H 4.2155 -1.7848 -0.8020 0.001
H 6.6801 -1.7743 -1.2680 0.001
H 6.0771 -0.2275 -0.7102 0.003
H 8.4557 -2.7516 1.8339 0.001
H 8.3300 -3.0671 0.1057 0.000
H 6.9793 -3.4264 1.1443 0.000
H 8.2995 0.5281 0.0055 -0.001
H 9.0024 -0.9850 -0.5430 0.000
H 9.2649 -0.4463 1.1175 0.000
H 5.5211 -0.1719 4.3479 0.000
H 3.9010 -0.7261 3.9014 0.000
H 4.5752 0.7074 3.1400 -0.001
C 0.1063 5.5035 -4.6625 0.003
C -0.1818 5.5264 -3.1401 0.026
C -0.4451 6.9613 -2.6738 0.015
C 0.8120 7.8216 -2.5557 0.001
C 1.8761 7.1136 -1.7203 0.015
C 2.1996 5.7135 -2.2391 0.027
N 0.9545 4.9039 -2.3939 0.362
O 0.5527 4.4867 -1.2351 0.543
C 2.9598 5.8156 -3.5749 0.002
C 3.1581 5.0165 -1.2791 -0.001
C -1.4523 4.7064 -2.9358 -0.001
H 0.7794 4.6872 -4.9250 0.002
H -0.8107 5.3454 -5.2287 0.000
H 0.5377 6.4350 -5.0287 0.000
H -0.9372 6.9360 -1.6962 0.002
H -1.1500 7.4323 -3.3624 0.001
H 1.2037 8.0690 -3.5462 0.000
H 0.5561 8.7739 -2.0874 0.001
H 2.7911 7.7093 -1.7000 0.001
H 1.5273 7.0473 -0.6847 0.003
H 3.1297 4.8259 -4.0010 0.001
H 3.9337 6.2761 -3.4078 0.000
H 2.4601 6.4256 -4.3228 0.000
H 2.7699 4.9757 -0.2627 -0.001
H 4.1012 5.5611 -1.2465 0.000
H 3.3674 3.9964 -1.6053 0.000
H -1.2986 3.6629 -3.2158 0.000
H -2.2474 5.1149 -3.5586 0.000
H -1.8008 4.7369 -1.9048 0.000
C 1.0071 -1.2368 -2.8247 0.003
C 0.5354 -2.4692 -2.0116 0.026
C 1.5379 -3.6163 -2.1670 0.015
C 1.4545 -4.3400 -3.5108 0.001
C 0.0169 -4.7630 -3.8104 0.015
C -0.9697 -3.5983 -3.7366 0.027
N -0.8371 -2.8755 -2.4391 0.365
O -1.4188 -3.5480 -1.4950 0.538
C -0.7388 -2.6443 -4.9237 0.002
C -2.3947 -4.1154 -3.9027 -0.001
C 0.5122 -2.0312 -0.5545 -0.001
H 0.1601 -0.6476 -3.1762 0.002
H 1.6124 -0.5734 -2.2073 0.000
H 1.6210 -1.5031 -3.6854 0.000
H 1.3707 -4.3494 -1.3708 0.002
H 2.5474 -3.2260 -2.0196 0.001
H 1.8437 -3.7076 -4.3134 0.000
H 2.0959 -5.2234 -3.4866 0.001
H -0.0387 -5.2187 -4.8014 0.001
H -0.2801 -5.5380 -3.0965 0.003
H -1.3789 -1.7646 -4.8440 0.001
H -0.9879 -3.1524 -5.8556 0.000
H 0.2894 -2.3073 -5.0270 0.000
H -2.6444 -4.8836 -3.1728 -0.001
H -2.5091 -4.5558 -4.8929 0.000
H -3.1194 -3.3055 -3.8058 0.000
H -0.2248 -1.2405 -0.3917 0.000
H 1.4907 -1.6473 -0.2662 0.000
H 0.2866 -2.8540 0.1200 0.000
```

Values from the calculation:
E_HOMO (alpha / beta) = -0.303 / -0.303 Eh
Spin multiplicity = 4
Kohn-Sham gap (alpha / beta) = 7.41 / 7.42 eV
Electronic energy = -96093.12181 eV